# C22H23MoN4O8P2S4

A molecular structure, C22H23MoN4O8P2S4 (ωB97M-V with the def2-TZVPD basis set, OMol25).

Calculated values
Total charge: -1
2S+1: 3
Gap between HOMO and LUMO (alpha / beta): 5.246 / 5.151 eV
HOMO energy (alpha / beta): -0.119 / -0.120 Eh

Each line ends with the Löwdin charge.
Element x y z (Å)
Mo 0.43525 -0.00190 0.27925  1.534
C 0.05729 -2.47675 -1.84916  -0.171
N 0.63970 -1.93925 -0.62319  -0.137
C 1.32105 -2.77082 0.10691  -0.080
C 2.19573 -2.21371 1.04812  -0.329
C 3.12327 -2.68047 1.97836  -0.042
C 3.78310 -1.54531 2.45431  -0.076
C 3.22166 -0.43664 1.80687  -0.139
N 2.26978 -0.83312 0.95335  -0.116
C 0.72235 -1.99652 -3.11776  -0.226
C 1.86813 -1.21496 -3.11446  -0.032
C 2.42415 -0.78125 -4.31105  -0.065
C 1.85116 -1.13311 -5.52354  -0.094
C 0.70804 -1.92352 -5.53507  -0.102
C 0.14893 -2.34897 -4.33781  -0.081
H -0.99744 -2.21567 -1.90180  0.113
H 0.12532 -3.56670 -1.81104  0.119
H 1.27668 -3.83781 -0.09100  0.134
H 3.28700 -3.70850 2.26550  0.096
H 4.56984 -1.51603 3.19204  0.088
H 3.45123 0.61152 1.92236  0.102
H 2.31254 -0.90662 -2.17639  0.104
H 3.30060 -0.14657 -4.28787  0.109
H 2.28102 -0.78415 -6.45383  0.097
H 0.24883 -2.20646 -6.47507  0.097
H -0.74976 -2.95953 -4.35050  0.116
S 1.56666 1.96118 -0.45708  0.078
S 0.49372 3.67750 0.07847  -0.049
S 0.72748 4.19721 2.07504  -0.055
S -0.49549 3.19489 3.30218  0.147
N -3.65476 1.73689 -2.60422  0.175
C -2.27164 2.09115 -2.00825  -0.442
C -2.00857 3.56722 -2.30816  -0.104
P -0.98396 0.98380 -2.74879  0.360
O -1.97750 0.07138 -3.71309  -0.179
O -0.00340 1.67542 -3.59642  -0.278
O -0.59918 0.06348 -1.61533  -0.495
P -2.51287 1.72644 -0.16631  0.364
O -3.42333 0.36009 -0.39553  -0.176
O -3.39571 2.81278 0.27964  -0.276
O -1.30921 1.21493 0.58609  -0.480
H -3.52718 0.97737 -3.28225  0.118
H -4.04675 2.55729 -3.05403  0.147
H -4.29159 1.40418 -1.87869  0.127
H -2.45343 3.84305 -3.27208  0.082
H -0.94147 3.75164 -2.39015  0.046
H -2.41554 4.19602 -1.51603  0.077
H -1.41662 -0.34569 -4.38580  0.061
H -3.01111 -0.35876 0.10059  0.070
O -0.76008 -1.33293 1.89812  -0.055
C -0.28915 -0.51923 2.73549  -0.457
N 0.49539 0.45492 2.29065  -0.059
C 0.98475 1.25014 3.36234  -0.667
O 1.96471 1.93166 3.32794  -0.069
C 0.29524 0.69365 4.58337  -0.150
C 0.38815 1.06567 5.90719  -0.016
C -0.26195 0.27583 6.84930  -0.081
C -0.96576 -0.86886 6.47465  -0.096
C -1.04681 -1.24273 5.13792  -0.018
C -0.41254 -0.43974 4.21098  -0.085
H 0.94225 1.95212 6.18740  0.120
H -0.22091 0.55202 7.89588  0.095
H -1.45150 -1.47012 7.23304  0.091
H -1.58580 -2.12906 4.82842  0.111

Cartesian forces (eV/Å) of the 2 atoms listed first:
-1.15 1.27 0.00
-0.27 0.11 0.26

# C21H42O7

7 unconnected molecules or ions with the total composition C21H42O7 (ωB97M-V with the def2-TZVPD basis set, OMol25).

Calculated values
Total charge: 0
Gap between HOMO and LUMO: 9.572 eV
SMILES: CC(C)=O.CC(C)=O.CC(C)=O.CC(C)=O.CC(C)=O.CC(C)=O.CC(C)=O
HOMO energy: -0.351 Eh

Each line ends with the Löwdin charge.
Element x y z (Å)
C 20.96300 36.93400 2.59400  -0.050
C 21.94400 38.00700 3.16900  -0.405
O 23.12600 38.09200 2.68600  -0.043
C 21.54200 38.96000 4.32900  0.003
H 19.79800 37.32400 2.39600  0.133
H 20.78400 36.19400 3.44200  0.060
H 21.46100 36.43800 1.61000  0.123
H 22.43200 39.52900 4.51600  0.071
H 21.41600 38.41700 5.14200  0.016
H 20.71000 39.57100 4.09800  0.075
C 22.62700 29.90100 7.40100  -0.018
C 23.09800 30.55100 8.60400  -0.464
O 22.92700 30.05200 9.73400  0.049
C 23.60800 31.97100 8.58300  -0.003
H 22.49700 28.81700 7.40900  0.106
H 23.30100 30.20200 6.59700  0.076
H 21.73400 30.38600 7.17300  0.075
H 24.57700 31.87600 7.98000  0.113
H 23.92000 32.35500 9.43700  0.034
H 23.12700 32.73100 8.11000  0.033
C 24.70300 34.85400 6.44400  0.021
C 23.97200 35.52400 5.19300  -0.389
O 22.99200 36.26000 5.49200  0.002
C 24.60100 35.43000 3.79500  -0.019
H 25.31800 35.40300 6.87000  -0.023
H 25.05100 33.99800 5.94300  0.059
H 23.95600 34.63400 7.18000  0.074
H 25.81100 35.70800 3.93100  0.134
H 23.88700 36.06600 3.06500  0.102
H 24.33800 34.39400 3.39500  0.076
C 28.26700 34.02100 3.81000  -0.047
C 28.93100 34.77400 2.73200  -0.417
O 29.20800 36.06300 2.81000  -0.005
C 29.12600 34.24400 1.39900  -0.059
H 28.10600 34.70200 4.62200  0.045
H 28.85800 33.15000 4.31100  0.125
H 27.20100 33.61800 3.62500  0.106
H 29.77700 33.39000 1.25900  0.092
H 29.16500 34.86900 0.53800  0.078
H 28.25900 33.84100 0.87700  0.088
C 26.56200 38.43200 4.02800  -0.027
C 26.41900 38.33900 5.49600  -0.491
O 27.38700 37.85900 6.14600  -0.001
C 25.40700 39.13000 6.25800  0.009
H 25.49100 38.56200 3.63200  0.094
H 27.10600 37.52200 3.62100  0.086
H 27.07900 39.33600 3.86400  0.079
H 25.03500 39.86700 5.50800  0.104
H 25.63300 39.25500 7.19000  0.021
H 24.44800 38.51300 6.14400  0.105
C 27.56600 33.86200 7.99700  -0.018
C 28.94000 33.50700 8.31500  -0.427
O 29.21800 32.54900 9.09900  0.018
C 30.10500 34.38400 7.77800  -0.013
H 27.53400 34.05000 6.98600  0.041
H 27.37400 34.89500 8.26200  0.114
H 26.92600 33.14100 8.27700  0.047
H 30.99400 34.46500 8.47900  0.109
H 29.93400 35.25500 7.20700  0.053
H 30.47500 33.77100 6.96300  0.070
C 22.69200 31.58600 3.68700  -0.020
C 21.14900 31.73800 4.00400  -0.474
O 20.26900 30.94200 3.73900  0.073
C 20.71500 33.10400 4.27800  -0.049
H 23.36800 31.84600 4.66400  0.119
H 22.91700 32.12600 2.83100  0.031
H 22.91100 30.53500 3.35100  0.087
H 21.36500 33.89900 3.83600  0.074
H 20.92100 33.36500 5.26700  0.062
H 19.73600 33.52600 4.03300  0.099

Cartesian forces (eV/Å) of the 2 atoms listed first:
-1.24 0.04 -0.66
2.80 0.41 -1.73

# C38H47Br2Cl2N4P2SSi2Tl

A molecular structure, C38H47Br2Cl2N4P2SSi2Tl (ωB97M-V with the def2-TZVPD basis set, OMol25).

Calculated values
Total charge: -2
Gap between HOMO and LUMO: 4.407 eV
HOMO energy: -0.035 Eh

Each line ends with the Löwdin charge.
Element x y z (Å)
Tl 0.07860 0.80901 -0.49880  0.649
C -0.47023 -2.38073 3.64456  -0.303
P -0.33960 -2.26547 1.79458  0.884
C 1.24803 -3.20279 1.66038  -0.309
C -1.59186 -3.56754 1.35494  -0.389
C -1.55722 -4.80655 2.00034  -0.115
C -2.49300 -5.79167 1.74234  -0.101
C -3.50006 -5.54678 0.81776  -0.100
C -3.54567 -4.32440 0.17281  -0.114
C -2.60634 -3.31934 0.42192  -0.389
P -2.69506 -1.72946 -0.54617  0.854
C -3.01828 -2.42204 -2.23109  -0.302
C -4.42624 -1.21180 -0.15336  -0.284
H 0.05709 -3.25261 4.03928  0.024
H -1.51667 -2.42828 3.94544  0.035
H -0.03404 -1.47988 4.08099  0.026
H 1.16101 -4.23809 1.99950  0.026
H 1.96262 -2.68026 2.30153  0.034
H 1.63313 -3.18374 0.64643  -0.026
H -0.77349 -5.00601 2.72227  0.086
H -2.43817 -6.74434 2.25639  0.093
H -4.24062 -6.30690 0.59751  0.093
H -4.32673 -4.14696 -0.55776  0.088
H -2.33878 -3.24615 -2.43998  0.007
H -2.81013 -1.63888 -2.96169  0.041
H -4.04940 -2.76235 -2.35471  0.027
H -5.11010 -2.05558 -0.03504  0.026
H -4.77038 -0.59591 -0.98742  0.038
H -4.44780 -0.59555 0.74364  0.006
C 2.67191 1.88824 -2.49451  -0.199
Si 1.61819 3.42547 -2.22299  0.306
C 0.97764 3.88588 -3.94742  -0.180
C 2.88848 4.75448 -1.73169  -0.184
N 0.42190 3.12990 -1.05439  -0.215
C -0.40610 4.09313 -0.53248  -0.346
C -0.41838 5.41882 -0.99469  -0.091
C -1.20897 6.42567 -0.44616  -0.162
C -2.04357 6.11494 0.60908  -0.162
C -2.08104 4.80020 1.07183  -0.102
C -1.31722 3.75043 0.53520  -0.349
N -1.41293 2.44145 0.97828  -0.176
Si -2.49031 2.08155 2.23591  0.337
C -4.32903 2.50272 1.92439  -0.193
C -2.04423 2.92010 3.89998  -0.191
C -2.45920 0.23664 2.63341  -0.203
H 3.43068 2.09894 -3.25440  0.033
H 2.10040 1.02166 -2.83669  -0.010
H 3.19261 1.61053 -1.57365  0.008
H 1.80306 4.12381 -4.62501  0.015
H 0.29314 4.73669 -3.92775  0.009
H 0.43612 3.03405 -4.36660  0.024
H 3.70387 4.79404 -2.46038  0.013
H 3.31706 4.49918 -0.75779  0.017
H 2.45662 5.75287 -1.64573  0.006
H 0.22481 5.67498 -1.82869  0.060
H -1.16129 7.43192 -0.84940  0.074
H -2.66955 6.86915 1.07443  0.073
H -2.76066 4.58323 1.88783  0.053
H -4.62466 3.45207 2.37651  0.008
H -4.98343 1.72411 2.32752  0.005
H -4.51429 2.58344 0.85030  0.025
H -1.59223 3.90346 3.74182  0.014
H -1.32932 2.30555 4.45540  0.004
H -2.92500 3.05449 4.53589  0.014
H -3.46257 -0.15982 2.81347  0.020
H -1.86868 0.04411 3.53180  0.007
H -2.01153 -0.31623 1.80891  -0.074
Br 7.43899 -0.81946 -1.05795  0.705
C 5.59285 -0.68643 -0.62707  -0.673
C 4.65857 -1.35867 -1.38764  -0.085
C 3.32576 -1.22598 -1.01313  -0.142
N 2.93621 -0.49714 0.02446  0.092
C 3.84416 0.18276 0.71917  -0.223
C 5.20732 0.10806 0.43626  -0.072
C 3.29958 1.09448 1.77619  -0.204
C 4.11949 1.73293 2.70577  -0.069
C 3.51665 2.59645 3.60144  -0.676
Br 4.59062 3.48298 4.89520  0.703
C 2.15735 2.82826 3.55706  -0.088
C 1.43146 2.14409 2.58783  -0.093
N 1.98614 1.28900 1.73950  0.104
H 4.93515 -1.95012 -2.24816  0.106
H 2.53917 -1.69861 -1.59586  0.024
H 5.94487 0.67083 0.98715  0.091
H 5.18517 1.56882 2.74395  0.092
H 1.66779 3.52062 4.22649  0.103
H 0.36654 2.31646 2.44163  0.077
Cl 0.29368 -3.01896 -1.63764  0.685
C 0.45350 -3.96357 -3.09709  -0.648
C 0.02020 -5.27419 -3.02444  -0.154
C 0.08860 -6.09182 -4.14394  -0.135
C 0.59855 -5.55908 -5.31889  -0.167
C 1.03381 -4.24823 -5.36009  -0.699
Cl 1.66917 -3.68826 -6.88846  0.577
C 1.00410 -3.35666 -4.25647  -0.830
S 1.59515 -1.75095 -4.29696  0.445
H -0.38078 -5.64003 -2.08739  0.092
H -0.25051 -7.11865 -4.10229  0.083
H 0.66781 -6.15970 -6.21673  0.084

Cartesian forces (eV/Å) of the 2 atoms listed first:
-0.47 0.30 0.17
-0.07 0.02 0.00

Energy relative to the best compared isomer or geometry (same formula, charge and spin) values, unit kcal per mole, following the record order: 60.9; 186.0; 7.9.
Electronic energy values, unit eV, following the record order: -109311.8205; -36782.1658; -261126.2128.
F_max values, unit eV/Å, following the record order: 2.3; 10.1; 0.6.